[1]
# C41H107N9O9

A cluster of 9 separate species, C41H107N9O9 in total in a non-equilibrium geometry (the ωB97M-V functional and the def2-TZVPD basis, OMol25).

Element x y z (Å)
C 7.95 -7.82 4.26
C 7.37 -9.18 4.32
C 8.45 -10.20 4.83
C 6.39 -9.17 5.46
C 4.98 -8.46 5.20
C 4.35 -9.11 3.94
C 5.19 -9.15 2.71
C 4.55 -10.11 1.79
C 5.25 -7.74 2.12
N 6.58 -9.59 3.15
O 7.47 -9.63 2.15
H 7.23 -7.00 4.17
H 8.63 -7.52 5.06
H 8.61 -7.71 3.40
H 9.26 -10.42 4.14
H 8.95 -9.79 5.70
H 8.11 -11.14 5.27
H 6.08 -10.14 5.85
H 6.88 -8.64 6.27
H 4.36 -8.77 6.04
H 5.13 -7.40 4.97
H 3.48 -8.48 3.77
H 4.16 -10.14 4.24
H 4.70 -9.94 0.72
H 3.48 -9.96 1.93
H 4.84 -11.13 2.04
H 5.29 -7.75 1.03
H 6.18 -7.26 2.41
H 4.50 -7.01 2.44
H 7.71 -10.55 2.04
C 3.50 2.71 -7.43
O 4.25 2.86 -8.59
C 3.87 3.95 -9.52
C 4.60 3.69 -10.91
C 4.17 4.75 -11.89
N 4.30 2.41 -11.42
H 4.20 2.41 -6.65
H 2.71 1.97 -7.58
H 3.02 3.60 -7.01
H 2.81 4.11 -9.70
H 4.29 4.86 -9.09
H 5.68 3.82 -10.85
H 3.12 4.97 -11.69
H 4.31 4.45 -12.92
H 4.88 5.58 -11.87
H 4.89 1.93 -12.09
H 4.36 1.81 -10.61
C 4.03 5.97 -0.47
O 3.36 6.54 -1.62
C 2.99 7.85 -1.54
C 2.29 8.37 -2.92
C 3.31 9.00 -3.95
N 1.38 9.50 -2.70
H 5.07 5.85 -0.79
H 3.63 4.98 -0.29
H 3.96 6.61 0.41
H 2.33 7.86 -0.68
H 3.91 8.41 -1.36
H 1.73 7.54 -3.33
H 3.88 8.18 -4.41
H 4.02 9.66 -3.45
H 2.84 9.50 -4.79
H 0.95 9.93 -3.51
H 0.68 9.22 -2.03
C -3.48 -3.23 8.85
O -4.35 -4.24 9.18
C -4.75 -4.93 7.97
C -3.87 -6.18 7.49
C -4.44 -6.58 6.11
N -4.21 -7.26 8.49
H -2.85 -2.95 9.69
H -3.92 -2.26 8.63
H -2.86 -3.52 8.00
H -5.76 -5.33 8.11
H -5.02 -4.29 7.13
H -2.81 -5.91 7.48
H -5.17 -7.37 5.97
H -3.66 -7.24 5.74
H -4.30 -5.77 5.39
H -3.96 -8.15 8.10
H -3.58 -7.03 9.25
C -9.76 -3.97 -2.95
O -8.73 -4.38 -3.77
C -7.96 -5.49 -3.25
C -6.62 -5.02 -2.68
C -5.74 -3.94 -3.47
N -5.84 -6.14 -2.21
H -10.65 -4.61 -2.97
H -10.01 -2.92 -3.06
H -9.39 -3.90 -1.93
H -8.58 -5.95 -2.48
H -7.85 -6.33 -3.93
H -6.86 -4.54 -1.73
H -5.25 -4.49 -4.27
H -5.04 -3.32 -2.91
H -6.31 -3.08 -3.81
H -4.97 -5.79 -1.82
H -6.17 -6.59 -1.36
C -10.69 4.18 -4.56
O -10.40 4.94 -3.39
C -8.98 5.15 -3.07
C -8.69 5.76 -1.69
C -8.76 4.61 -0.65
N -9.49 6.95 -1.49
H -11.76 3.99 -4.71
H -10.09 3.28 -4.39
H -10.34 4.66 -5.46
H -8.49 4.18 -3.06
H -8.57 5.79 -3.85
H -7.64 6.05 -1.57
H -9.70 4.07 -0.77
H -8.54 4.93 0.37
H -8.01 3.86 -0.90
H -9.66 7.23 -0.54
H -10.43 6.61 -1.63
C 8.94 3.54 11.39
O 7.69 3.00 10.96
C 7.67 2.38 9.67
C 6.28 1.77 9.30
C 5.67 0.86 10.26
N 6.37 0.98 8.08
H 9.18 4.42 10.80
H 9.62 2.70 11.47
H 8.79 3.89 12.42
H 7.93 3.08 8.87
H 8.44 1.61 9.71
H 5.62 2.60 9.07
H 6.28 -0.02 10.45
H 4.81 0.32 9.87
H 5.50 1.20 11.28
H 7.15 1.44 7.62
H 6.77 0.08 8.31
C -2.18 2.85 -0.23
O -2.11 1.59 0.47
C -1.10 1.60 1.46
C -0.49 0.14 1.66
C -1.51 -0.78 2.24
N 0.56 0.16 2.70
H -2.33 3.78 0.33
H -3.04 2.78 -0.89
H -1.25 2.91 -0.79
H -0.28 2.30 1.30
H -1.60 1.85 2.39
H 0.03 -0.26 0.78
H -0.95 -1.70 2.10
H -2.33 -0.89 1.52
H -1.93 -0.54 3.22
H 1.14 -0.67 2.74
H 0.58 0.81 3.47
C -2.84 4.10 -7.39
O -3.25 5.43 -7.26
C -3.39 6.11 -8.53
C -3.75 7.65 -8.30
C -3.47 8.69 -9.46
N -2.89 8.12 -7.23
H -3.60 3.47 -7.85
H -2.83 3.65 -6.40
H -1.88 3.86 -7.86
H -2.38 6.27 -8.90
H -4.07 5.55 -9.18
H -4.83 7.65 -8.18
H -3.80 9.69 -9.19
H -4.08 8.38 -10.31
H -2.44 8.41 -9.68
H -1.96 8.44 -7.43
H -2.94 7.31 -6.62

Computed properties:
F_max	3.92	eV Å⁻¹
energy above the lowest of the compared OMol25 structures with the same formula, charge and spin	642.88	kJ/mol
E_tot	-2795.76248	Ha
net charge	0

Results of the Mulliken charge analysis, in e, for atoms 1 through 8:
1. C -1.90
2. C 1.79
3. C -1.78
4. C -1.45
5. C -0.79
6. C -1.42
7. C 1.92
8. C -1.75

[2]
# C41H10BrF19GeO5PRbS

A structure of composition C41H10BrF19GeO5PRbS in a non-equilibrium geometry (the ωB97M-V functional and the def2-TZVPD basis, OMol25).

Element x y z (Å)
Rb 1.21 -0.51 0.01
F -2.26 7.34 0.46
C -1.33 6.37 0.43
C 0.02 6.68 0.64
F 0.38 7.96 0.85
C 0.97 5.67 0.63
F 2.25 6.05 0.84
C 0.65 4.33 0.42
P 1.85 2.91 0.43
C 2.82 3.47 -1.04
C 2.49 2.87 -2.25
C 3.12 3.26 -3.41
C 4.09 4.25 -3.38
C 4.43 4.84 -2.17
C 3.81 4.45 -1.00
C 2.94 3.41 1.81
C 2.37 4.00 2.94
C 3.17 4.37 4.01
C 4.53 4.14 3.96
C 5.09 3.49 2.87
C 4.30 3.10 1.80
C -0.72 4.05 0.19
Br -1.29 2.28 -0.18
C -1.68 5.04 0.20
F -2.97 4.74 -0.01
H 1.74 2.10 -2.27
H 2.88 2.78 -4.35
H 4.58 4.56 -4.29
H 5.20 5.60 -2.14
H 4.10 4.90 -0.07
H 1.31 4.16 2.98
H 2.72 4.84 4.88
H 5.16 4.47 4.78
H 6.15 3.27 2.85
H 4.72 2.56 0.97
O 7.02 -3.17 0.37
C 5.90 -2.65 0.39
C 4.60 -3.36 0.40
O 4.43 -4.58 0.27
C 3.55 -2.33 0.52
C 4.16 -1.05 0.19
O 3.57 -0.03 -0.25
C 5.61 -1.19 0.40
O 6.43 -0.28 0.58
O 2.37 -2.51 0.90
F -4.39 -4.72 -1.52
C -3.38 -4.35 -2.33
C -2.43 -3.48 -1.84
C -1.38 -3.17 -2.69
F -0.42 -2.33 -2.26
C -1.29 -3.68 -3.98
F -0.26 -3.37 -4.78
C -2.29 -4.53 -4.45
F -2.24 -5.02 -5.71
C -3.34 -4.87 -3.62
F -4.31 -5.70 -4.06
Ge -2.68 -2.70 0.02
S -1.71 -1.06 0.86
C -2.68 -4.39 1.14
C -3.04 -4.25 2.47
F -3.41 -3.04 2.91
C -3.08 -5.33 3.35
F -3.48 -5.17 4.62
C -2.70 -6.59 2.90
F -2.77 -7.65 3.72
C -2.27 -6.74 1.58
F -1.91 -7.95 1.14
C -2.25 -5.64 0.74
F -1.82 -5.82 -0.52
C -4.62 -2.17 -0.24
C -4.84 -1.17 -1.17
F -3.83 -0.87 -2.02
C -6.04 -0.48 -1.28
F -6.23 0.47 -2.21
C -7.07 -0.79 -0.39
F -8.22 -0.11 -0.43
C -6.90 -1.82 0.53
F -7.91 -2.16 1.35
C -5.68 -2.49 0.58
F -5.56 -3.51 1.45

Computed properties:
F_max	2.00	eV Å⁻¹
energy above the lowest of the compared OMol25 structures with the same formula, charge and spin	179.42	kJ/mol
E_tot	-9256.66434	Ha
net charge	-2

Results of the Mulliken charge analysis, in e, for atoms 1 through 8:
1. Rb 0.76
2. F -0.31
3. C 0.51
4. C 0.16
5. F -0.31
6. C 0.55
7. F -0.42
8. C -0.04

[3]
# C41H110N6O12

A cluster of 12 separate species, C41H110N6O12 in total in a non-equilibrium geometry (the ωB97M-V functional and the def2-TZVPD basis, OMol25).

Element x y z (Å)
C -5.61 5.15 5.82
C -5.51 3.92 6.70
C -6.90 3.49 7.20
C -4.78 2.72 6.03
C -4.42 1.63 7.06
C -3.62 2.15 8.27
C -4.28 3.29 9.03
C -5.32 2.78 10.05
C -3.16 3.89 9.83
N -4.75 4.31 8.00
O -5.17 5.55 8.51
H -6.19 5.95 6.28
H -4.67 5.65 5.60
H -6.14 5.01 4.87
H -7.45 4.25 7.77
H -7.57 3.19 6.40
H -6.76 2.50 7.64
H -5.54 2.22 5.43
H -4.02 3.20 5.41
H -5.27 1.14 7.54
H -3.75 0.89 6.62
H -2.66 2.34 7.80
H -3.31 1.32 8.91
H -5.30 1.70 10.18
H -6.36 2.84 9.71
H -5.10 3.16 11.04
H -2.74 3.18 10.54
H -3.43 4.76 10.43
H -2.35 4.18 9.17
H -5.84 5.26 9.13
C 8.52 5.49 1.97
O 8.50 5.36 0.60
C 7.20 5.50 0.12
C 7.34 5.17 -1.33
C 6.12 5.47 -2.27
N 7.67 3.68 -1.44
H 8.16 6.47 2.29
H 9.50 5.42 2.43
H 7.84 4.76 2.41
H 6.51 4.80 0.58
H 6.66 6.42 0.35
H 8.20 5.67 -1.79
H 5.87 6.52 -2.14
H 5.31 4.75 -2.20
H 6.41 5.30 -3.31
H 8.49 3.76 -0.86
H 7.00 3.22 -0.84
C 5.16 -6.90 1.07
O 4.08 -7.29 1.96
C 2.93 -6.49 1.85
C 2.06 -6.91 0.59
C 0.84 -6.03 0.37
N 1.66 -8.32 0.55
H 4.98 -6.11 0.34
H 5.68 -7.77 0.68
H 5.77 -6.41 1.84
H 2.37 -6.79 2.74
H 3.14 -5.43 1.91
H 2.71 -6.81 -0.28
H 0.11 -6.41 -0.35
H 1.21 -5.04 0.10
H 0.30 -5.95 1.31
H 1.51 -8.48 -0.43
H 2.60 -8.66 0.74
C -5.17 -4.37 -10.99
O -4.40 -3.27 -10.47
C -3.88 -3.53 -9.21
C -4.20 -2.37 -8.16
C -3.61 -1.04 -8.63
N -3.85 -2.68 -6.81
H -5.80 -4.89 -10.27
H -4.49 -5.02 -11.55
H -5.81 -3.96 -11.78
H -4.04 -4.53 -8.80
H -2.81 -3.63 -9.39
H -5.29 -2.35 -8.26
H -2.52 -1.01 -8.71
H -3.76 -0.21 -7.93
H -4.26 -0.70 -9.44
H -3.77 -1.75 -6.43
H -2.92 -3.06 -6.70
C 0.03 0.45 -2.57
O 0.01 0.08 -1.26
C 1.04 0.78 -0.49
C 1.55 -0.22 0.67
C 0.51 -0.68 1.65
N 2.66 0.34 1.48
H 0.83 0.05 -3.20
H -0.19 1.52 -2.58
H -0.91 0.00 -2.87
H 1.90 1.10 -1.06
H 0.67 1.74 -0.16
H 1.91 -1.10 0.13
H 0.70 -1.60 2.21
H -0.34 -0.96 1.04
H 0.17 0.12 2.29
H 2.38 0.73 2.38
H 3.38 -0.33 1.70
C 0.19 -6.22 -7.09
O -0.08 -5.14 -6.23
C 1.02 -4.60 -5.46
C 2.11 -3.91 -6.42
C 3.18 -3.20 -5.65
N 1.48 -2.90 -7.20
H 1.03 -6.86 -6.80
H 0.44 -5.73 -8.03
H -0.66 -6.84 -7.35
H 0.78 -3.83 -4.73
H 1.42 -5.43 -4.87
H 2.65 -4.64 -7.03
H 2.67 -2.45 -5.05
H 3.91 -2.61 -6.21
H 3.57 -3.94 -4.95
H 1.51 -3.25 -8.15
H 0.53 -3.14 -6.99
C 8.49 -0.66 2.16
C 7.42 -1.60 1.67
O 6.60 -1.85 2.75
H 8.11 0.31 2.47
H 9.21 -0.46 1.37
H 8.97 -1.10 3.03
H 7.96 -2.48 1.33
H 6.87 -1.33 0.76
H 7.12 -1.87 3.56
C -2.45 -4.86 6.86
C -1.62 -5.98 7.53
O -1.17 -6.88 6.52
H -1.75 -4.18 6.39
H -3.02 -4.32 7.61
H -3.19 -5.29 6.18
H -2.02 -6.66 8.28
H -0.74 -5.58 8.04
H -0.66 -6.31 5.94
C -6.24 -1.30 0.98
C -6.56 -2.81 0.81
O -6.53 -3.38 2.03
H -6.89 -0.72 1.63
H -6.39 -0.85 0.00
H -5.22 -1.19 1.36
H -5.88 -3.22 0.06
H -7.58 -2.85 0.43
H -6.63 -4.33 2.02
C 0.72 7.38 -0.53
C -0.15 8.32 0.35
O -0.33 7.67 1.62
H 0.12 6.55 -0.91
H 1.52 6.97 0.08
H 0.98 7.92 -1.44
H -1.02 8.60 -0.24
H 0.32 9.28 0.55
H -1.23 7.74 1.93
C 5.73 2.19 -7.88
C 4.37 1.80 -8.43
O 3.31 1.78 -7.41
H 5.88 3.17 -7.42
H 6.49 2.22 -8.66
H 6.17 1.50 -7.15
H 4.29 0.84 -8.93
H 3.99 2.31 -9.31
H 3.05 0.87 -7.25
C -3.83 3.77 -0.39
C -4.26 5.26 -0.30
O -4.74 5.75 -1.55
H -4.65 3.06 -0.55
H -3.45 3.47 0.59
H -2.98 3.57 -1.03
H -3.39 5.80 0.08
H -5.09 5.40 0.39
H -4.02 5.98 -2.14

Computed properties:
F_max	3.91	eV Å⁻¹
energy above the lowest of the compared OMol25 structures with the same formula, charge and spin	677.66	kJ/mol
E_tot	-2859.05568	Ha
net charge	0

Results of the Mulliken charge analysis, in e, for atoms 1 through 8:
1. C -1.96
2. C 1.54
3. C -1.74
4. C -0.94
5. C -0.74
6. C -1.41
7. C 1.71
8. C -1.58